P) {"formula": "CH8N5O", "method": "the ωB97M-V functional and the def2-TZVPD basis", "total_charge": 1, "homo_energy_ha": [-0.511, -0.511], "elements": ["C", "N", "N", "N", "N", "N", "O", "H", "H", "H", "H", "H", "H", "H", "H"], "positions_angstrom": [[1.76509, -0.16860, -0.29449], [0.86910, 0.71037, -0.14276], [2.98290, -0.13544, 0.22757], [-1.17408, 1.36375, 0.40674], [-2.40609, -0.87949, 0.18131], [-0.42024, 0.75912, -0.47291], [-1.29689, -0.89536, -0.67944], [1.45487, -1.22314, -0.67477], [3.67813, -0.74114, -0.05023], [3.41160, 0.69621, 0.49360], [-1.99795, 0.70076, 0.53683], [-0.80252, 1.34216, 1.38321], [-3.22399, -0.97080, -0.29886], [-2.17722, -1.64370, 0.88769], [-0.66270, 1.08528, -1.50349]]}

***

Q) {"formula": "CH8N5O", "method": "the ωB97M-V functional and the def2-TZVPD basis", "total_charge": 1, "homo_energy_ha": [-0.489, -0.489], "elements": ["C", "N", "N", "N", "N", "N", "O", "H", "H", "H", "H", "H", "H", "H", "H"], "positions_angstrom": [[-1.75058, 0.02715, -0.33557], [-0.81279, -0.63272, 0.29299], [-2.78645, 0.52951, 0.23142], [1.25278, -1.61434, -0.03597], [2.14047, 0.90804, 0.37651], [0.34297, -0.69391, -0.41944], [0.90580, 1.03485, -0.16104], [-1.65125, -0.05493, -1.40952], [-3.54569, 1.00163, -0.11653], [-2.62847, 0.65927, 1.21764], [2.13458, -1.38096, -0.55092], [1.25029, -1.62108, 0.94103], [2.77785, 1.73434, 0.01167], [1.99953, 0.76956, 1.36297], [0.37097, -0.66640, -1.40526]]}

***

The least stable of the structures above is P), whereas Q) is the most stable.